Entry 1:
The following is a DFT calculation (ωB97M-V/def2-TZVPD) of an isolated molecule of C4H9NO2S at a distorted geometry.

Element x y z (Å)
C  0.240  -0.170  0.783
N  0.015  1.207  0.482
C  1.313  1.906  0.010
O  1.212  3.136  -0.342
O  1.891  0.852  -1.181
C  -0.083  -1.205  -0.257
C  -1.558  -1.214  -0.343
S  -2.394  -1.976  1.111
H  -0.412  -0.329  1.666
H  1.371  -0.216  1.189
H  -0.672  1.416  -0.202
H  2.072  1.703  0.706
H  0.400  -0.943  -1.215
H  0.329  -2.179  0.026
H  2.010  1.576  -1.796
H  -2.103  -1.518  -1.239
H  -3.632  -2.048  0.602

Its total energy is -761.0039 a.u. Its largest force on an atom is 4.9 eV Å⁻¹. Its gap between HOMO and LUMO is 3.9 eV. The calculation puts the HOMO energy at -7.62 eV. Its energy above the lowest of the compared OMol25 structures with the same formula, charge and spin is 681.5 kJ/mol.


Entry 2:
The following is a DFT calculation (ωB97M-V/def2-TZVPD) of a structure of composition C42H52AsClKN9O9P.

Element x y z (Å)
K  1.326  0.887  2.769
Cl  -3.543  -5.659  2.527
C  -2.336  -4.389  2.595
C  -0.995  -4.717  2.817
C  -0.043  -3.735  2.858
C  -0.338  -2.343  2.654
O  0.567  -1.473  2.545
C  -1.742  -2.043  2.513
C  -2.290  -0.707  2.438
N  -1.732  0.410  2.739
C  -2.555  1.542  2.693
C  -3.878  1.535  3.078
C  -4.695  2.676  2.941
C  -4.190  3.838  2.435
C  -2.815  3.914  2.102
C  -2.218  5.103  1.620
C  -0.881  5.128  1.371
C  -0.125  3.958  1.613
N  -0.646  2.832  2.021
C  -1.984  2.783  2.257
C  -2.692  -3.077  2.447
H  -0.713  -5.754  2.957
H  0.983  -4.035  3.050
H  -3.338  -0.696  2.101
H  -4.300  0.632  3.500
H  -5.734  2.619  3.243
H  -4.812  4.717  2.310
H  -2.841  5.976  1.457
H  -0.387  6.020  1.009
H  0.952  3.964  1.483
H  -3.735  -2.819  2.293
O  4.759  1.883  4.597
C  3.754  2.418  4.095
O  2.554  2.360  4.442
C  4.050  3.256  2.842
C  5.161  4.098  2.807
C  5.410  4.839  1.669
C  4.567  4.691  0.574
C  3.510  3.807  0.684
N  3.237  3.114  1.791
H  5.805  4.138  3.675
H  6.256  5.514  1.624
H  4.735  5.234  -0.346
H  2.842  3.634  -0.156
O  -0.628  -0.431  -1.333
N  0.144  -0.602  -0.538
C  -3.477  1.541  -0.600
C  -2.610  2.662  -1.115
O  -1.418  2.526  -1.271
C  -3.267  3.973  -1.455
C  -2.473  4.982  -1.995
C  -3.020  6.216  -2.299
C  -4.369  6.454  -2.062
C  -5.166  5.452  -1.530
C  -4.617  4.213  -1.229
H  -2.848  0.711  -0.289
H  -4.151  1.212  -1.396
H  -4.086  1.869  0.244
H  -1.423  4.774  -2.156
H  -2.395  6.996  -2.716
H  -4.798  7.421  -2.295
H  -6.217  5.635  -1.345
H  -5.245  3.444  -0.800
C  4.617  1.991  -2.173
As  2.942  0.995  -1.959
C  3.489  -0.666  -2.842
C  2.031  1.765  -3.528
H  5.059  1.791  -3.151
H  5.306  1.690  -1.384
H  4.417  3.058  -2.082
H  3.972  -0.452  -3.798
H  2.603  -1.281  -3.015
H  4.167  -1.214  -2.191
H  2.636  1.661  -4.431
H  1.835  2.823  -3.347
H  1.074  1.265  -3.680
N  2.924  -2.813  1.589
N  3.759  -1.697  1.549
N  4.164  -1.078  2.636
C  4.940  -0.134  2.117
N  4.971  -0.180  0.777
N  4.225  -1.217  0.435
H  2.670  -2.881  2.571
H  2.054  -2.539  1.124
H  5.425  0.628  2.707
C  -2.362  -4.942  -2.426
C  -2.626  -3.564  -1.838
C  -2.877  -2.527  -2.926
C  -3.787  -3.613  -0.861
O  -1.491  -3.134  -1.025
P  0.022  -3.183  -1.491
O  0.254  -2.928  -2.921
O  0.676  -2.138  -0.485
O  0.532  -4.572  -0.950
C  1.715  -5.295  -1.428
C  2.883  -4.360  -1.712
C  1.304  -6.057  -2.679
C  2.047  -6.235  -0.281
H  -3.260  -5.281  -2.947
H  -2.128  -5.654  -1.633
H  -1.537  -4.913  -3.139
H  -3.774  -2.796  -3.488
H  -2.028  -2.470  -3.604
H  -3.033  -1.546  -2.473
H  -4.704  -3.880  -1.390
H  -3.922  -2.635  -0.394
H  -3.604  -4.349  -0.079
H  2.667  -3.701  -2.552
H  3.756  -4.967  -1.961
H  3.131  -3.765  -0.834
H  1.025  -5.356  -3.466
H  0.458  -6.712  -2.465
H  2.140  -6.666  -3.029
H  2.323  -5.658  0.602
H  2.887  -6.875  -0.557
H  1.187  -6.862  -0.045

Its total energy is -6439.0542 a.u. Its largest force on an atom is 0.4 eV Å⁻¹. As for the net charge: -1. Its gap between HOMO and LUMO is 6.5 eV. The calculation puts the HOMO energy at -4.84 eV. Its energy above the lowest of the compared OMol25 structures with the same formula, charge and spin is 43.3 kJ/mol.


Entry 3:
The following is a DFT calculation (ωB97M-V/def2-TZVPD) of a structure of composition C2H7N2O2 at a distorted geometry.

Element x y z (Å)
C  -0.498  0.241  -1.234
C  0.573  -0.466  0.867
N  -1.807  0.344  1.114
N  -0.305  0.454  0.153
O  -2.749  0.341  0.510
O  0.025  1.798  0.408
H  -1.471  -0.099  -1.347
H  -0.501  1.163  -1.924
H  0.321  -0.324  -1.626
H  0.257  -0.526  1.917
H  0.602  -1.430  0.514
H  1.604  -0.031  0.648
H  0.620  1.635  1.144

Its total energy is -339.9530 a.u. Its largest force on an atom is 3.4 eV Å⁻¹. As for the net charge: +1. Its gap between HOMO and LUMO is 9.4 eV. The calculation puts the HOMO energy at -15.56 eV. Its energy above the lowest of the compared OMol25 structures with the same formula, charge and spin is 596.2 kJ/mol.


Entry 4:
The following is a DFT calculation (ωB97M-V/def2-TZVPD) of a structure of composition C17H14BrCuNO3S at a distorted geometry.

Element x y z (Å)
C  1.328  0.060  -1.815
C  0.653  1.299  -1.699
C  1.096  1.928  -0.509
H  -0.075  1.692  -2.390
C  2.008  1.065  0.129
C  2.139  -0.100  -0.667
H  2.741  -0.963  -0.432
H  1.207  -0.655  -2.609
H  0.750  2.875  -0.131
H  2.481  1.235  1.081
Cu  0.000  0.000  0.000
Br  -1.051  -1.837  -0.784
C  -1.038  -5.581  0.128
C  0.358  -5.770  0.157
C  0.829  -5.750  -1.171
H  0.964  -5.909  1.047
C  -0.276  -5.547  -2.021
C  -1.430  -5.443  -1.219
H  -2.442  -5.284  -1.575
H  -1.695  -5.546  0.990
H  1.861  -5.869  -1.483
H  -0.244  -5.483  -3.104
O  -2.337  1.999  -1.536
C  -2.069  2.281  -0.379
N  -1.181  1.564  0.363
S  -1.134  2.206  1.998
O  -1.698  1.028  2.805
O  0.365  2.344  2.294
C  -2.142  3.586  1.622
C  -2.464  4.657  2.449
C  -3.278  5.671  1.931
C  -3.755  5.590  0.607
C  -3.417  4.492  -0.209
C  -2.598  3.487  0.317
H  -2.086  4.709  3.462
H  -3.535  6.521  2.551
H  -4.376  6.384  0.216
H  -3.771  4.442  -1.230

Its spin multiplicity is 2. Its total energy is -5549.2825 a.u. Its largest force on an atom is 8.9 eV Å⁻¹. As for the net charge: -2. Its gap between HOMO and LUMO (alpha / beta) is 3.8 / 3.8 eV. The calculation puts the HOMO energy (alpha / beta) at 0.11 / 0.11 eV. Its energy above the lowest of the compared OMol25 structures with the same formula, charge and spin is 138.6 kJ/mol.


Entry 5:
The following is a DFT calculation (ωB97M-V/def2-TZVPD) of a structure of composition C11H16CoO8P at a distorted geometry.

Element x y z (Å)
O  -1.117  -4.761  -1.367
C  -1.415  -3.610  -1.507
Co  1.411  -0.171  -2.333
O  3.711  -1.373  -0.853
C  2.674  -1.306  -1.452
C  1.789  1.611  -2.230
O  2.379  2.546  -1.811
C  0.704  1.246  -3.167
O  -0.084  1.927  -3.767
C  1.666  -1.642  -3.267
O  2.268  -2.451  -3.964
H  0.018  -1.388  -2.897
C  -1.231  -2.904  1.880
C  -1.353  -1.593  1.101
O  0.038  -1.453  0.472
P  0.277  -0.143  -0.465
O  1.270  0.749  0.448
C  1.690  0.690  1.835
C  0.722  1.301  2.831
O  -1.073  0.736  -0.325
C  -1.107  2.229  -0.346
C  -2.472  2.711  0.058
H  -0.695  -3.723  1.364
H  -2.192  -3.298  2.217
H  -0.642  -2.717  2.806
H  -2.158  -1.609  0.304
H  -1.474  -0.705  1.763
H  1.987  -0.311  2.137
H  2.619  1.299  1.843
H  -0.163  0.651  2.982
H  1.277  1.391  3.784
H  0.349  2.292  2.548
H  -0.342  2.651  0.309
H  -0.882  2.564  -1.385
H  -2.711  2.505  1.109
H  -2.501  3.801  -0.074
H  -3.238  2.257  -0.577

Its spin multiplicity is 4. Its total energy is -2754.2770 a.u. Its largest force on an atom is 10.0 eV Å⁻¹. As for the net charge: +1. Its gap between HOMO and LUMO (alpha / beta) is 5.9 / 7.3 eV. The calculation puts the HOMO energy (alpha / beta) at -11.36 / -14.38 eV. Its energy above the lowest of the compared OMol25 structures with the same formula, charge and spin is 215.8 kJ/mol.


Entry 6:
The following is a DFT calculation (ωB97M-V/def2-TZVPD) of a cluster of 3 separate species, C13H27Cl2N3OP in total at a distorted geometry.

Element x y z (Å)
C  1.481  0.024  0.517
C  0.395  -0.969  -0.209
O  -0.580  -0.295  -1.080
P  -1.101  1.237  -0.427
N  0.042  2.574  -0.892
C  -2.753  1.673  -1.362
Cl  -2.292  1.579  -3.193
C  -3.948  0.580  -1.106
C  -4.509  0.516  0.439
Cl  -5.432  1.073  -2.162
H  1.911  0.815  -0.265
H  2.394  -0.660  0.858
H  1.080  0.579  1.472
H  1.027  -1.691  -0.919
H  -0.132  -1.630  0.633
H  -1.287  1.153  1.015
H  -0.543  3.455  -0.929
H  0.705  2.718  -0.075
H  -3.036  2.772  -1.031
H  -3.596  -0.453  -1.537
H  -5.036  1.526  0.791
H  -3.586  0.335  1.171
H  -5.247  -0.418  0.521
C  1.317  3.568  5.723
C  0.297  2.525  5.277
C  0.885  1.488  4.319
C  1.395  2.180  3.065
N  1.818  2.753  2.024
H  1.691  4.154  4.878
H  0.861  4.270  6.428
H  2.172  3.093  6.219
H  -0.547  3.037  4.799
H  -0.097  2.013  6.162
H  0.119  0.757  4.040
H  1.712  0.950  4.795
C  2.918  -3.761  -5.072
C  1.648  -4.520  -4.698
C  0.812  -3.796  -3.641
C  1.625  -3.631  -2.367
N  2.300  -3.495  -1.311
H  3.591  -3.652  -4.215
H  3.468  -4.301  -5.849
H  2.680  -2.762  -5.453
H  1.925  -5.517  -4.335
H  1.041  -4.663  -5.599
H  -0.092  -4.373  -3.418
H  0.505  -2.809  -4.003

Its total energy is -2012.3868 a.u. Its largest force on an atom is 9.9 eV Å⁻¹. As for the net charge: +1. Its gap between HOMO and LUMO is 10.0 eV. The calculation puts the HOMO energy at -13.42 eV.